No. 1
C5H9PS3 | wB97M-V/def2-TZVPD

## Properties
- HOMO energy (hartree) = -0.324
- frontier orbital gap (eV) = 9.29
- SMILES = SP1SCCS1.C#CC
- energy relative to the best compared isomer or geometry (same formula, charge and spin) (eV) = 0.317

The geometry in ORCA input format:
```
! RIJCOSX wB97M-V def2-TZVPD def2/J DEFGRID3
* xyz 0 1
S 3.805 -0.922 -0.067
P 1.844 -0.505 0.902
S 0.832 0.574 -0.688
C 1.660 2.203 -0.494
C 1.607 2.495 1.056
S 2.473 1.242 2.029
H 3.925 -2.318 0.184
H 0.868 2.943 -0.865
H 2.669 2.159 -0.700
H 2.146 3.355 1.193
H 0.570 2.602 1.288
C -2.200 -1.979 -1.886
C -2.860 -1.958 -0.892
C -3.757 -2.091 0.272
H -1.656 -1.797 -2.814
H -3.234 -1.619 1.120
H -4.153 -3.110 0.371
H -4.540 -1.273 -0.008
*
```


No. 2
C5HCl16N2O4S3 | wB97M-V/def2-TZVPD

## Properties
- HOMO energy (hartree) = -0.238
- frontier orbital gap (eV) = 8.45
- energy relative to the best compared isomer or geometry (same formula, charge and spin) (eV) = 0.000

The geometry in ORCA input format:
```
! RIJCOSX wB97M-V def2-TZVPD def2/J DEFGRID3
* xyz -1 1
O -0.243 -0.899 -1.816
S -1.640 -0.591 -1.601
O -1.972 0.710 -1.058
N -2.491 -1.698 -0.894
S -2.223 -3.146 -0.341
O -2.536 -3.208 1.058
O -2.745 -4.149 -1.229
N -0.509 -3.371 -0.362
C 0.069 -3.852 -1.281
S 0.952 -4.417 -2.444
H -2.193 -0.601 -2.824
C 3.662 -2.013 -0.136
Cl 5.056 -2.546 -1.096
Cl 2.390 -1.442 -1.195
Cl 3.078 -3.366 0.837
Cl 4.162 -0.698 0.942
C 0.751 2.332 0.561
Cl 0.119 1.899 2.159
Cl 0.372 4.032 0.226
Cl 2.513 2.131 0.563
Cl 0.028 1.295 -0.641
C -1.379 0.686 6.303
Cl -0.106 1.764 6.898
Cl -1.168 0.424 4.579
Cl -1.283 -0.856 7.158
Cl -2.955 1.426 6.606
C 0.054 4.024 -4.192
Cl -1.139 2.790 -3.836
Cl -0.682 5.636 -4.085
Cl 1.367 3.909 -3.027
Cl 0.693 3.794 -5.831
*
```


No. 3
C5HClN4O3S | wB97M-V/def2-TZVPD

## Properties
- HOMO energy (hartree) = -0.323
- frontier orbital gap (eV) = 5.88
- energy relative to the best compared isomer or geometry (same formula, charge and spin) (eV) = 1.126

The geometry in ORCA input format:
```
! RIJCOSX wB97M-V def2-TZVPD def2/J DEFGRID3
* xyz 0 1
C -0.120 2.404 0.492
C 0.585 -0.316 0.397
C -0.490 0.352 -0.047
C -1.579 -0.401 -0.458
C -0.573 -2.269 0.314
N 0.405 2.957 1.330
N 0.500 -1.645 0.714
N -1.653 -1.708 -0.250
N -4.612 -0.531 0.050
O -2.455 0.191 -1.195
O -5.209 0.075 -0.734
O -0.665 1.613 -0.485
S -3.897 -1.264 1.068
Cl -0.457 -3.956 0.157
H 1.559 0.094 0.684
*
```


No. 4
C5HN | wB97M-V/def2-TZVPD

## Properties
- HOMO energy (hartree) = -0.371
- frontier orbital gap (eV) = 9.12
- SMILES = C#CC#CC#N
- energy relative to the best compared isomer or geometry (same formula, charge and spin) (eV) = 1.587

The geometry in ORCA input format:
```
! RIJCOSX wB97M-V def2-TZVPD def2/J DEFGRID3
* xyz 0 1
C 3.184 0.370 0.027
C 1.951 -0.118 -0.057
C 0.587 -0.380 -0.048
C -0.642 -0.383 0.098
C -2.047 -0.041 -0.019
N -3.217 0.391 -0.009
H 4.319 0.576 0.063
*
```


No. 5
C5IN3S | wB97M-V/def2-TZVPD

## Properties
- HOMO energy (spin up / spin down) (hartree) = -0.343 / -0.343
- frontier orbital gap (spin up / spin down) (eV) = 8.44 / 8.44
- SMILES = N#CC#[N+][S-].N#CC#CI

The geometry in ORCA input format:
```
! RIJCOSX wB97M-V def2-TZVPD def2/J DEFGRID3
* xyz 0 1
N -0.565 2.483 0.100
C 0.050 1.632 0.540
C 0.676 0.619 1.144
N 0.948 -0.339 1.859
S 1.256 -1.486 2.749
N 2.079 -0.686 -1.601
C 0.965 -0.425 -1.603
C -0.402 -0.353 -1.350
C -1.574 -0.437 -1.199
I -3.432 -1.008 -0.640
*
```


No. 6
C60H102F14N16O31S14 | wB97M-V/def2-TZVPD

## Properties
- HOMO energy (hartree) = -0.452
- frontier orbital gap (eV) = 7.32

The geometry in ORCA input format:
```
! RIJCOSX wB97M-V def2-TZVPD def2/J DEFGRID3
* xyz 2 1
C -2.088 5.542 -5.472
C -2.877 4.404 -6.127
N -2.516 2.971 -5.717
C -2.880 2.810 -4.201
C -3.284 1.952 -6.528
C -4.813 2.048 -6.438
C -1.027 2.641 -5.891
C -0.435 2.676 -7.329
O -0.401 1.355 -7.786
C 0.175 1.264 -9.115
H -2.452 5.552 -4.451
H -2.235 6.472 -5.978
H -1.055 5.328 -5.412
H -2.773 4.385 -7.222
H -3.898 4.575 -5.837
H -2.859 1.730 -3.954
H -3.820 3.259 -3.947
H -2.117 3.307 -3.642
H -2.949 0.959 -6.231
H -2.962 2.158 -7.553
H -5.178 1.294 -7.152
H -5.070 3.040 -6.836
H -5.177 1.787 -5.462
H -0.985 1.569 -5.673
H -0.495 3.281 -5.197
H 0.586 3.085 -7.205
H -0.984 3.344 -8.082
H -0.151 2.124 -9.737
H -0.282 0.399 -9.648
H 1.236 1.213 -9.002
C -0.712 -8.647 7.872
C -0.093 -8.512 6.491
N -0.057 -7.116 6.032
C 0.464 -7.006 4.599
C -1.486 -6.378 6.151
C -2.577 -7.126 5.463
C 0.942 -6.326 6.862
C 1.251 -4.894 6.463
O 2.367 -4.739 5.640
C 3.629 -4.818 6.272
H -0.812 -9.699 8.060
H -1.718 -8.272 7.882
H -0.252 -8.015 8.647
H -0.702 -9.161 5.826
H 0.918 -8.883 6.428
H -0.137 -7.638 3.970
H 1.473 -7.358 4.509
H 0.507 -5.993 4.306
H -1.384 -5.455 5.714
H -1.691 -6.301 7.177
H -2.361 -7.266 4.419
H -3.459 -6.504 5.351
H -2.890 -7.943 6.091
H 1.724 -7.076 6.933
H 0.524 -6.235 7.876
H 1.386 -4.337 7.388
H 0.428 -4.481 5.879
H 3.815 -5.860 6.538
H 3.727 -4.158 7.157
H 4.355 -4.422 5.556
C 0.058 -2.164 -7.457
C 0.998 -2.234 -6.259
N 2.060 -3.269 -6.357
C 1.385 -4.514 -6.839
C 3.077 -2.861 -7.338
C 4.030 -3.983 -7.838
C 2.742 -3.414 -5.013
C 1.956 -4.172 -3.921
O 1.923 -5.580 -4.139
C 3.065 -6.390 -3.831
H -0.418 -1.161 -7.256
H -0.783 -2.898 -7.399
H 0.535 -2.180 -8.467
H 0.471 -2.445 -5.333
H 1.498 -1.281 -6.190
H 1.231 -4.578 -7.875
H 0.354 -4.539 -6.420
H 2.031 -5.300 -6.589
H 3.637 -2.037 -6.830
H 2.568 -2.425 -8.213
H 4.673 -4.372 -7.005
H 4.609 -3.515 -8.595
H 3.426 -4.751 -8.353
H 2.960 -2.369 -4.689
H 3.649 -3.927 -5.311
H 0.909 -3.825 -3.930
H 2.321 -3.914 -2.958
H 2.635 -7.376 -3.697
H 3.476 -6.048 -2.903
H 3.915 -6.362 -4.431
C -4.233 -4.830 -0.031
N -4.490 -3.566 0.632
C -4.658 -2.501 -0.191
C -5.036 -1.315 0.313
C -5.124 -1.158 1.695
C -5.107 -2.319 2.495
C -4.717 -3.476 1.955
C -5.390 0.159 2.264
C -6.138 1.109 1.605
C -6.363 2.371 2.163
N -5.957 2.634 3.409
C -5.117 1.756 4.048
C -4.780 0.555 3.504
C -6.301 3.904 4.125
H -4.386 -4.711 -1.081
H -4.913 -5.585 0.298
H -3.171 -5.146 0.148
H -4.617 -2.717 -1.269
H -5.041 -0.424 -0.329
H -5.275 -2.256 3.565
H -4.590 -4.258 2.679
H -6.449 0.999 0.590
H -7.034 3.079 1.688
H -4.766 2.032 5.020
H -3.975 -0.044 3.936
H -7.331 3.953 4.351
H -6.165 4.707 3.392
H -5.707 4.086 5.034
C 6.269 4.607 -1.895
N 5.327 5.066 -0.859
C 4.617 6.203 -1.105
C 3.600 6.564 -0.216
C 3.470 5.819 0.973
C 4.262 4.686 1.189
C 5.149 4.300 0.225
C 2.543 6.362 2.059
C 2.924 6.376 3.412
C 2.136 6.873 4.409
N 0.942 7.391 4.077
C 0.413 7.259 2.820
C 1.174 6.744 1.760
C 0.113 8.182 4.942
H 5.702 4.144 -2.645
H 7.020 3.955 -1.474
H 6.788 5.470 -2.351
H 4.748 6.723 -2.035
H 2.974 7.373 -0.486
H 4.226 4.106 2.097
H 5.790 3.441 0.365
H 3.924 6.173 3.717
H 2.447 6.959 5.487
H -0.625 7.481 2.807
H 0.690 6.535 0.824
H -0.577 8.725 4.266
H 0.753 8.800 5.525
H -0.383 7.520 5.674
C 0.234 0.461 -3.147
N 0.433 0.308 -1.739
C -0.261 -0.555 -0.949
C 0.029 -0.765 0.386
C 1.014 0.098 0.976
C 1.606 1.091 0.222
C 1.347 1.077 -1.130
C 1.440 -0.109 2.388
C 1.060 0.705 3.406
C 1.360 0.394 4.725
N 2.183 -0.659 4.947
C 2.654 -1.401 3.974
C 2.391 -1.160 2.635
C 2.744 -0.862 6.296
H -0.635 1.165 -3.280
H 0.033 -0.504 -3.575
H 1.103 0.847 -3.594
H -1.043 -1.023 -1.559
H -0.584 -1.471 0.967
H 2.367 1.804 0.623
H 1.903 1.782 -1.752
H 0.313 1.481 3.289
H 1.007 0.943 5.605
H 3.469 -2.080 4.258
H 2.845 -1.712 1.862
H 3.804 -0.649 6.172
H 2.726 -1.922 6.535
H 2.219 -0.292 7.021
N -3.634 2.903 0.627
S -4.422 3.842 -0.317
O -5.791 3.389 -0.396
O -3.774 4.244 -1.494
F -4.438 5.137 0.551
S -2.706 1.794 0.018
O -1.417 2.210 -0.497
O -3.457 0.924 -0.875
F -2.540 0.950 1.338
N 4.654 -0.090 -2.121
S 3.525 -1.150 -2.158
O 2.669 -0.790 -3.328
O 2.841 -1.536 -0.918
F 4.174 -2.502 -2.632
S 5.675 0.135 -0.986
O 7.032 0.267 -1.414
O 5.566 -0.578 0.249
F 5.305 1.620 -0.717
N -3.686 -2.659 -3.333
S -3.713 -1.263 -3.822
O -4.777 -0.506 -3.215
O -3.342 -1.141 -5.213
F -2.380 -0.603 -3.142
S -2.610 -3.779 -3.547
O -1.864 -3.568 -4.725
O -3.144 -5.105 -3.314
F -1.670 -3.533 -2.297
N -1.602 -3.789 4.356
S -1.412 -3.900 2.787
O -1.917 -2.711 2.106
O -1.830 -5.182 2.325
F 0.205 -4.039 2.494
S -1.955 -2.415 5.102
O -3.278 -2.559 5.692
O -1.583 -1.243 4.337
F -0.913 -2.470 6.288
N 4.631 3.161 4.544
S 5.278 1.813 4.029
O 4.891 0.643 4.804
O 6.588 2.037 3.512
F 4.496 1.590 2.684
S 3.665 3.339 5.768
O 2.693 2.329 6.015
O 3.210 4.730 5.732
F 4.633 3.341 7.105
N 2.398 3.326 -3.592
S 2.752 3.787 -5.059
O 4.045 4.395 -5.286
O 1.614 4.452 -5.756
F 2.785 2.397 -5.694
S 1.822 4.413 -2.594
O 2.290 5.707 -2.877
O 1.803 4.030 -1.224
F 0.281 4.563 -3.023
N -1.242 5.167 4.875
S -1.196 4.492 6.309
O -0.629 3.158 6.164
O -2.397 4.820 7.096
F -0.180 5.536 6.926
S -1.960 4.380 3.611
O -2.207 5.248 2.531
O -2.966 3.420 4.024
F -0.640 3.533 3.143
*
```